Computed, not measured: a cluster of 2 separate species, C31H20BF7O2S in total in a non-equilibrium geometry, with wB97M-V/def2-TZVPD.

## Properties
Energy: -67102.399 eV
SMILES: Fc1cc(F)cc(C(B2Oc3ccccc3O2)c2cc(F)cc(F)c2)c1.Cc1ccc(-c2ccc(C(F)(F)F)cc2)s1
M: 600.4 g/mol
E_HOMO: -8.22 eV

Bonds (Å) are listed after each position.
Cartesian coordinates (Å):
1 F -3.64508 2.07336 -3.25460  C2 1.380
2 C -3.09861 1.03593 -2.52649  F1 1.380, C3 1.393, C26 1.396
3 C -3.61957 -0.24468 -2.69494  C2 1.393, C4 1.392, H27 1.086
4 C -2.92030 -1.26694 -2.05902  C3 1.392, F5 1.381, C6 1.394
5 F -3.38017 -2.56120 -2.20013  C4 1.381
6 C -1.76380 -1.04012 -1.31425  C4 1.394, C7 1.414, H28 1.095
7 C -1.25762 0.27192 -1.16782  C6 1.414, C8 1.528, C26 1.403
8 C 0.15735 0.47382 -0.62624  C7 1.528, B9 1.692, C18 1.542, H29 1.102
9 B 0.91074 1.94626 -0.98488  C8 1.692, O10 1.443, O17 1.383
10 O 2.27609 1.86968 -0.52497  B9 1.443, C11 1.352
11 C 2.80597 3.09552 -0.73334  O10 1.352, C12 1.384, C16 1.407
12 C 4.10410 3.51739 -0.50591  C11 1.384, C13 1.401, H30 1.089
13 C 4.35500 4.89543 -0.53750  C12 1.401, C14 1.397, H31 1.096
14 C 3.33547 5.79332 -0.86318  C13 1.397, C15 1.413, H32 1.096
15 C 2.04209 5.33894 -1.20484  C14 1.413, C16 1.385, H33 1.093
16 C 1.80346 3.97531 -1.18140  C11 1.407, C15 1.385, O17 1.404
17 O 0.63681 3.23095 -1.41830  B9 1.383, C16 1.404
18 C 1.07127 -0.22409 -1.65315  C8 1.542, C19 1.400, C25 1.415
19 C 1.98288 -1.24851 -1.36977  C18 1.400, C20 1.397, H34 1.091
20 C 3.04568 -1.44220 -2.25594  C19 1.397, F21 1.376, C22 1.396
21 F 3.93121 -2.46571 -2.00923  C20 1.376
22 C 3.25036 -0.66884 -3.39983  C20 1.396, C23 1.396, H35 1.093
23 C 2.15443 0.10433 -3.78797  C22 1.396, F24 1.383, C25 1.394
24 F 2.19660 0.72107 -5.02458  C23 1.383
25 C 1.03174 0.26948 -2.97884  C18 1.415, C23 1.394, H36 1.092
26 C -2.00308 1.32855 -1.71157  C2 1.396, C7 1.403, H37 1.091
27 H -4.49662 -0.43549 -3.30584  C3 1.086
28 H -1.20251 -1.90634 -0.94990  C6 1.095
29 H 0.26547 0.13384 0.41620  C8 1.102
30 H 4.90024 2.79600 -0.32572  C12 1.089
31 H 5.38271 5.23049 -0.35872  C13 1.096
32 H 3.57811 6.86092 -0.91111  C14 1.096
33 H 1.28470 6.07598 -1.48341  C15 1.093
34 H 1.86180 -1.87501 -0.48424  C19 1.091
35 H 4.16484 -0.68744 -3.99756  C22 1.093
36 H 0.15093 0.79991 -3.34581  C25 1.092
37 H -1.68345 2.36441 -1.58645  C26 1.091
38 C 1.01530 1.14928 5.55376  C39 1.476, H54 1.097, H55 1.089, H56 1.097
39 C 0.24695 0.52329 4.45959  C38 1.476, C40 1.384, S53 1.735
40 C -0.91455 1.08429 3.95661  C39 1.384, C41 1.415, H57 1.086
41 C -1.47386 0.35892 2.87759  C40 1.415, C42 1.400, H58 1.088
42 C -0.82924 -0.86847 2.68626  C41 1.400, C43 1.431, S53 1.754
43 C -1.35878 -2.05318 2.08277  C42 1.431, C44 1.409, C52 1.418
44 C -0.57634 -3.21936 1.97149  C43 1.409, C45 1.385, H59 1.093
45 C -1.12304 -4.38107 1.45101  C44 1.385, C46 1.394, H60 1.085
46 C -2.44972 -4.37669 1.02316  C45 1.394, C47 1.508, C51 1.392
47 C -3.09148 -5.62693 0.47639  C46 1.508, F48 1.373, F49 1.372, F50 1.363
48 F -4.36324 -5.78546 0.96893  C47 1.373
49 F -3.20695 -5.58165 -0.88992  C47 1.372
50 F -2.38783 -6.75386 0.77941  C47 1.363
51 C -3.24459 -3.23824 1.11843  C46 1.392, C52 1.384, H61 1.091
52 C -2.70382 -2.07366 1.63452  C43 1.418, C51 1.384, H62 1.096
53 S 0.68638 -0.89941 3.56852  C39 1.735, C42 1.754
54 H 0.32662 1.79505 6.11208  C38 1.097
55 H 1.40393 0.38270 6.22227  C38 1.089
56 H 1.85983 1.75130 5.19682  C38 1.097
57 H -1.33886 1.97928 4.40210  C40 1.086
58 H -2.36712 0.66424 2.33764  C41 1.088
59 H 0.46116 -3.21051 2.31627  C44 1.093
60 H -0.54579 -5.29929 1.42183  C45 1.085
61 H -4.30225 -3.27455 0.85297  C51 1.091
62 H -3.33191 -1.18224 1.74076  C52 1.096